{"formula": "IO4S2", "method": "ωB97M-V/def2-TZVPD", "s2": 2.0074, "e_tot_ev": -37959.424, "homo_lumo_gap_ev": [5.263, 6.758], "spin_multiplicity": 3, "homo_ev": [-2.164, -5.738], "charge": -1, "symbols": ["O", "O", "O", "O", "S", "S", "I"], "coordinates": [[0.1455, 1.5704, 0.3273], [-0.5559, -0.0105, 2.1096], [-1.9516, 0.2907, 0.1472], [0.2242, -0.8336, 0.1157], [0.9479, 0.2377, -1.0473], [-0.6369, 0.3596, 0.7624], [1.8268, -1.6144, -2.4148]]}